# 1
The following is a quantum chemistry calculation of 14 unconnected molecules or ions with the total composition C6H37N2O13 in a non-equilibrium geometry, from OMol25.

Structure (XYZ):
```
58
Properties=species:S:1:pos:R:3:forces:R:3:lowdin_charge:R:1
C -0.526 -0.459 -2.646 -0.2 0.2 -1.0 -0.06
C -0.922 -1.182 -1.381 0.0 -0.2 -0.1 -0.17
N -0.274 -0.557 -0.212 1.1 1.3 3.1 -0.05
C -0.775 0.647 0.384 2.0 -1.2 1.5 0.05
C -0.016 0.914 1.572 -1.3 -1.8 -3.1 0.04
N 0.884 -0.124 1.650 -0.7 -1.5 -3.1 -0.12
C 0.767 -1.014 0.574 -2.4 3.1 0.7 0.06
C 1.909 -0.381 2.586 1.6 -0.3 2.2 -0.02
H 0.540 -0.534 -2.861 0.1 0.5 0.4 0.08
H -0.934 0.552 -2.655 0.7 0.3 0.4 0.08
H -0.958 -0.797 -3.588 -0.4 -0.9 0.4 0.09
H -0.651 -2.238 -1.378 0.0 0.1 0.0 0.12
H -1.991 -1.100 -1.185 0.0 -0.1 -0.1 0.13
H -1.645 1.119 -0.047 0.2 0.1 0.1 0.13
H -0.072 1.701 2.309 0.0 -0.1 -0.1 0.14
H 1.363 -1.911 0.487 -0.1 0.1 -0.3 0.16
H 1.655 -1.166 3.298 -0.3 -0.3 -0.3 0.11
H 2.139 0.437 3.268 -0.2 0.5 -0.6 0.11
H 2.828 -0.682 2.083 -0.1 0.2 0.0 0.11
O 1.473 4.416 -3.290 0.1 0.1 0.2 -0.05
H 1.897 3.585 -3.507 0.2 -0.2 -0.1 0.02
H 0.601 4.348 -3.678 -0.3 0.1 -0.2 0.01
O 1.986 -5.041 -1.539 0.1 0.3 0.3 -0.05
H 2.089 -4.972 -2.488 0.1 0.0 -0.3 0.04
H 1.101 -5.386 -1.418 -0.2 -0.2 0.1 0.03
O -6.385 0.721 0.923 0.0 0.1 0.2 -0.05
H -6.161 -0.209 0.904 0.1 -0.4 0.0 0.00
H -6.281 1.011 0.016 0.0 0.2 -0.3 0.01
O -5.749 1.052 -2.817 0.2 0.0 0.3 -0.05
H -5.556 1.505 -3.638 0.0 0.2 -0.2 0.03
H -6.432 0.421 -3.046 -0.2 -0.2 -0.1 0.03
O 5.929 2.701 5.976 -0.2 -0.2 0.1 -0.05
H 5.492 3.232 5.311 -0.1 0.1 -0.2 0.02
H 6.748 3.164 6.153 0.3 0.1 0.1 0.03
O -6.268 -3.108 -2.749 0.2 0.1 -0.2 -0.05
H -7.092 -3.590 -2.810 -0.2 -0.2 -0.1 0.03
H -6.246 -2.783 -1.849 0.0 0.0 0.3 0.01
O 1.691 3.581 6.701 -0.1 -0.2 -0.1 -0.05
H 2.631 3.462 6.838 0.3 -0.1 0.2 0.02
H 1.619 4.423 6.252 -0.1 0.3 -0.2 0.02
O 5.308 -3.642 -0.929 0.0 0.3 0.0 -0.05
H 4.483 -4.100 -0.768 -0.3 -0.2 0.1 0.00
H 5.787 -4.214 -1.529 0.2 -0.1 -0.1 0.03
O 3.720 0.869 -3.650 -0.3 0.1 0.1 -0.06
H 3.893 0.103 -4.196 0.1 -0.2 -0.2 0.03
H 4.578 1.121 -3.309 0.2 0.1 0.1 0.03
O 1.355 6.157 3.907 0.0 -0.2 0.3 -0.05
H 2.230 5.978 3.564 0.3 0.0 -0.1 0.03
H 0.839 6.392 3.136 -0.2 0.1 -0.2 0.03
O -1.594 4.036 -5.459 0.2 -0.1 0.3 -0.05
H -2.533 3.946 -5.625 -0.2 0.0 0.0 0.03
H -1.206 4.141 -6.328 0.2 0.1 -0.2 0.04
O 2.778 -5.621 2.898 -0.1 0.3 -0.1 -0.06
H 2.654 -6.223 3.633 0.0 -0.1 0.2 0.03
H 2.648 -6.163 2.120 0.0 -0.2 -0.2 0.02
O -5.301 -2.700 1.033 -0.1 0.2 -0.3 -0.04
H -4.370 -2.907 1.116 0.2 -0.1 0.0 0.03
H -5.676 -2.931 1.883 -0.2 -0.1 0.2 0.04
```
Forces are in eV/Å.

The calculation puts the relative energy (zero: lowest compared OMol25 entry of this formula, charge and spin) at 445.38 kJ/mol. For the energy, the calculation gives -36413.2716 eV. Its total charge is +1. As for the highest occupied orbital energy: -13.054 eV. The value obtained for the frontier orbital gap is 10.1 eV.

***

# 2
The following is a quantum chemistry calculation of 13 unconnected molecules or ions with the total composition C6H38NO13 in a non-equilibrium geometry, from OMol25.

Structure (XYZ):
```
58
Properties=species:S:1:pos:R:3:forces:R:3:lowdin_charge:R:1
C -0.508 -0.511 2.438 -0.8 -0.7 -1.8 -0.05
C -1.653 -0.387 1.321 0.3 -2.7 2.6 -0.40
C -2.638 0.659 1.777 -0.8 2.5 0.8 -0.39
C -2.073 2.121 1.850 -0.6 -0.6 2.5 -0.06
C -3.952 0.593 0.961 2.5 0.9 -1.7 -0.05
N -1.080 -0.404 -0.002 -0.6 0.4 0.1 0.00
C 0.046 0.535 -0.298 -0.3 -0.7 2.0 -0.40
O -0.141 1.123 -1.493 0.1 0.5 -0.2 -0.30
H -0.889 -0.719 3.432 -0.3 0.2 0.0 0.07
H 0.068 0.398 2.399 0.4 0.2 0.3 0.04
H 0.104 -1.381 2.158 0.1 0.5 0.0 0.05
H -2.266 -1.360 1.411 0.9 1.1 -0.1 0.15
H -2.861 0.546 2.871 0.1 -1.0 -1.0 0.13
H -2.554 2.593 2.770 0.9 -0.6 -0.6 0.09
H -0.987 2.061 2.011 -0.5 0.7 -0.2 0.05
H -2.426 2.833 1.160 0.3 0.4 -1.8 0.04
H -3.571 0.133 -0.008 -1.3 0.5 0.8 0.08
H -4.353 1.602 0.717 0.1 -0.7 0.3 0.08
H -4.650 -0.012 1.453 -1.2 -1.0 0.4 0.04
H -1.862 -0.320 -0.677 1.2 0.1 0.3 0.08
H 0.152 1.274 0.569 -0.1 -0.5 -0.9 0.10
H 0.995 -0.114 -0.193 -0.8 0.6 -0.4 0.12
H 1.655 -2.825 2.792 0.1 -0.7 0.0 0.02
H 2.286 -4.138 2.421 0.4 -0.1 -0.2 0.03
O 1.603 -3.783 2.991 -0.3 0.7 0.2 -0.07
H 1.989 1.636 -2.794 0.3 0.0 -0.4 0.04
H 1.520 0.858 -1.679 0.4 0.1 -0.5 0.00
O 2.374 0.998 -2.180 -0.3 0.0 0.4 -0.11
H 5.013 0.555 -1.498 -0.1 -0.1 -0.1 0.04
H 3.976 -0.033 -2.441 0.2 0.3 0.5 0.01
O 4.779 -0.269 -1.940 0.5 0.4 -0.5 -0.09
H 3.456 -1.470 2.902 -0.2 1.0 0.0 0.04
H 3.297 -1.286 1.289 -0.4 1.3 -0.6 0.02
O 3.513 -1.826 2.025 0.6 -2.2 0.5 -0.02
H -0.087 0.268 -4.365 -1.9 -0.5 0.1 -0.01
H 1.260 -0.023 -3.843 0.3 -0.1 0.3 0.02
O 0.778 0.615 -4.365 1.5 0.7 -0.7 -0.04
H -2.325 -0.932 -3.304 0.6 0.3 0.3 0.06
H -1.156 -0.238 -2.497 0.5 1.5 0.8 -0.05
O -1.411 -1.003 -2.984 -0.8 -1.8 -1.4 -0.05
H 1.353 -3.450 -0.587 -0.4 0.7 0.4 0.01
H 0.965 -4.350 0.727 -1.2 0.8 1.1 -0.02
O 1.445 -4.238 -0.063 1.7 -1.6 -1.4 -0.03
H 4.051 -2.204 -1.839 0.5 0.6 -0.3 0.02
H 2.621 -1.576 -1.987 0.2 0.5 -0.3 0.01
O 3.146 -2.249 -1.563 -1.3 -1.4 0.8 -0.04
H -0.038 4.439 0.115 0.6 0.1 0.7 -0.03
H 1.186 3.880 0.840 0.0 0.1 0.0 0.01
O 0.642 4.673 0.812 -0.1 0.1 -0.1 -0.12
H -0.770 3.944 -1.811 0.4 1.0 -1.1 0.02
H -0.507 2.644 -1.064 -0.7 1.0 0.2 0.07
O -0.901 3.631 -0.936 0.2 -2.4 0.3 -0.10
H -1.001 -3.574 2.117 0.3 -0.2 -0.2 0.03
H -0.503 -3.513 3.573 0.5 -0.3 -0.1 0.01
O -1.222 -3.276 2.995 -1.1 0.1 0.4 -0.06
H -1.738 3.006 -2.886 -0.6 -0.4 -0.5 0.01
H -1.956 1.641 -2.421 0.1 -0.1 -0.2 0.00
O -2.196 2.201 -3.179 0.1 0.3 0.4 -0.07
```
Forces are in eV/Å.

The calculation puts the relative energy (zero: lowest compared OMol25 entry of this formula, charge and spin) at 424.51 kJ/mol. For the energy, the calculation gives -34946.9350 eV. Its total charge is -1. As for the highest occupied orbital energy: -5.466 eV. The value obtained for the frontier orbital gap is 8.0 eV.

***

# 3
The following is a quantum chemistry calculation of a molecular structure, C6H3AlFO8 in a non-equilibrium geometry, from OMol25.

Structure (XYZ):
```
19
Properties=species:S:1:pos:R:3:forces:R:3:lowdin_charge:R:1
C -1.872 0.720 1.464 -3.8 -2.0 0.5 -0.35
C -1.475 -0.522 1.105 0.0 0.8 -0.5 -0.06
O -2.363 -1.391 0.506 -0.5 -1.0 -0.4 0.08
C -2.262 -1.532 -0.881 2.3 3.9 2.8 -0.56
O -1.370 -0.843 -1.424 -1.8 -2.1 -0.7 0.10
O -3.194 -2.164 -1.392 -0.4 -0.9 -1.1 0.39
O -1.222 1.647 2.088 -3.8 -0.5 -0.2 0.01
F -3.209 0.982 1.486 1.6 -0.1 -0.8 0.15
H -0.478 -0.894 1.341 -0.2 0.0 -0.1 0.14
O 1.584 1.304 1.259 4.1 -1.4 -1.9 0.14
C 1.849 0.746 0.210 2.2 -2.8 -3.2 -0.26
C 0.981 0.409 -0.948 -0.5 -0.2 0.3 0.00
O 1.859 -0.346 -1.779 -1.0 0.2 0.0 0.15
C 3.062 -0.428 -1.244 2.0 -0.8 -2.2 -0.47
O 4.046 -0.881 -1.718 -1.2 0.4 0.9 0.27
O 3.051 0.229 -0.009 -1.3 1.4 1.9 0.28
Al 0.334 1.823 2.063 0.7 4.5 5.1 0.67
H 0.657 1.324 -1.462 0.0 -0.1 0.0 0.19
H 0.024 -0.185 -0.665 1.4 0.8 -0.4 0.12
```
Forces are in eV/Å.

The calculation puts the relative energy (zero: lowest compared OMol25 entry of this formula, charge and spin) at 168.95 kJ/mol. For the energy, the calculation gives -31953.4389 eV. Its total charge is +1. As for the highest occupied orbital energy (spin up / spin down): -12.570 / -13.908 eV. The value obtained for the frontier orbital gap (spin up / spin down) is 4.6 / 8.2 eV.

***

# 4
The following is a quantum chemistry calculation of a molecular structure, C6H3BrNO2ReSbSe4 in a non-equilibrium geometry, from OMol25.

Structure (XYZ):
```
19
Properties=species:S:1:pos:R:3:forces:R:3:lowdin_charge:R:1
Re -0.812 0.956 -0.537 0.0 -0.3 1.2 0.65
Br -0.621 -0.112 2.421 -0.1 0.2 -0.4 0.97
C 0.392 -1.166 1.248 0.1 -0.1 0.0 -0.65
C 1.146 -2.277 1.591 0.0 0.0 0.0 0.01
C 1.827 -2.931 0.576 0.0 0.0 0.0 0.08
C 1.745 -2.471 -0.751 0.0 0.0 0.0 0.11
C 0.977 -1.365 -0.994 0.0 0.0 0.0 -0.15
N 0.312 -0.725 0.001 0.1 -0.1 -0.3 -0.14
C 0.803 -0.770 -2.343 -0.1 0.1 0.0 -0.25
O 1.175 -1.000 -3.400 0.0 0.0 0.0 0.36
O -0.156 0.476 -2.123 0.0 0.0 -0.1 -0.33
H 1.194 -2.614 2.618 0.0 0.0 0.0 0.15
H 2.427 -3.804 0.804 0.0 0.0 0.0 0.16
H 2.268 -2.967 -1.559 0.0 0.0 0.0 0.17
Se -3.164 6.231 -1.270 0.0 -0.1 0.0 0.31
Sb -3.199 5.608 0.906 -0.2 0.4 0.1 0.40
Se -3.001 0.806 -0.436 0.1 0.1 -0.2 0.47
Se -0.098 2.937 0.119 0.0 -0.1 -0.3 0.39
Se -3.215 5.187 3.130 0.0 0.0 0.0 0.30
```
Forces are in eV/Å.

The calculation puts the relative energy (zero: lowest compared OMol25 entry of this formula, charge and spin) at 0.00 kJ/mol. For the energy, the calculation gives -351918.8176 eV. Its total charge is +3. As for the highest occupied orbital energy: -18.841 eV. The value obtained for the frontier orbital gap is 5.5 eV.

***

# 5
The following is a quantum chemistry calculation of 2 unconnected molecules or ions with the total composition C6H3Cl3O2 in a non-equilibrium geometry, from OMol25.

Structure (XYZ):
```
14
Properties=species:S:1:pos:R:3:forces:R:3:lowdin_charge:R:1
C -0.792 2.105 -2.748 2.3 -3.7 2.4 0.00
C -0.731 0.128 3.406 0.8 0.9 0.0 0.17
C -0.228 1.229 -2.134 1.4 -2.3 1.5 -0.01
C -0.489 -0.383 2.351 -0.3 0.3 1.2 -0.21
C 0.679 -0.388 -1.029 0.6 4.9 -0.7 -0.87
C -0.206 -1.027 1.120 -1.9 -0.6 -1.3 -1.15
O 2.065 -0.174 -1.083 -2.0 -0.3 -0.2 -0.01
O 0.148 -0.040 0.215 0.6 -0.8 -0.7 -0.14
Cl 0.199 -1.770 -1.786 -0.2 -1.3 -0.8 0.84
Cl 0.895 -2.367 1.302 0.5 -0.1 0.1 0.73
Cl -1.878 -1.783 0.550 0.8 0.4 0.5 0.54
H -1.230 2.876 -3.164 -2.0 3.3 -2.0 -0.05
H -0.651 0.820 4.230 -0.5 -0.6 -0.1 0.06
H 2.220 0.772 -1.229 -0.1 -0.1 0.2 0.12
```
Forces are in eV/Å.

The calculation puts the relative energy (zero: lowest compared OMol25 entry of this formula, charge and spin) at 256.77 kJ/mol. For the energy, the calculation gives -47924.9804 eV. As for the highest occupied orbital energy: -10.093 eV. The value obtained for the frontier orbital gap is 9.7 eV.

***

# 6
The following is a quantum chemistry calculation of C6H3F3INO in the gas phase in a non-equilibrium geometry, from OMol25.

Structure (XYZ):
```
15
Properties=species:S:1:pos:R:3:forces:R:3:lowdin_charge:R:1
C 0.084 -2.086 -0.072 1.8 -1.6 -0.2 -0.04
C -0.860 1.298 0.371 1.5 -0.3 -0.7 0.04
C 1.386 -1.753 -0.104 2.4 1.7 -1.1 -0.46
C 1.904 -0.394 -0.078 0.0 -1.1 0.5 -0.40
C -1.022 0.023 0.276 -1.3 0.5 0.7 -0.27
C -0.764 2.651 -0.205 0.5 -0.2 1.1 -0.34
N -0.954 -1.303 0.210 -0.3 -0.5 0.0 0.14
O -2.226 0.619 0.613 -0.7 -0.2 0.2 0.02
F 2.229 -2.788 -0.423 -0.5 -0.2 0.3 -0.07
F 0.240 3.384 0.392 -0.6 -0.3 -0.3 0.05
F -0.553 2.740 -1.539 -0.2 -0.2 0.2 0.08
I 4.047 -0.378 0.013 -1.3 0.0 -0.1 0.76
H -0.080 -3.170 -0.210 -0.4 0.7 0.3 0.16
H -1.748 3.002 0.107 0.0 1.0 -0.6 0.16
H -1.683 -1.844 0.648 -0.8 0.7 -0.1 0.18
```
Forces are in eV/Å.

The calculation puts the relative energy (zero: lowest compared OMol25 entry of this formula, charge and spin) at 682.93 kJ/mol. For the energy, the calculation gives -26053.2127 eV. As for the highest occupied orbital energy (spin up / spin down): -8.689 / -8.689 eV. The value obtained for the frontier orbital gap (spin up / spin down) is 6.9 / 6.9 eV.